This record from the Open Molecules 2025 dataset describes a 2-piece molecular cluster, C3H11N2PS overall in a non-equilibrium geometry. The level of theory is ωB97M-V/def2-TZVPD.

Geometry (Å):
C (2.057, 0.226, 0.634)
C (0.497, -1.668, 0.236)
C (0.603, -0.113, 0.499)
N (-0.918, 2.260, -0.069)
N (-3.132, -0.913, -0.423)
P (-0.346, 0.880, -0.945)
S (0.577, 1.398, -2.638)
H (2.399, 0.040, 1.736)
H (2.608, -0.403, -0.078)
H (2.188, 1.313, 0.287)
H (-0.148, -1.775, -0.661)
H (0.021, -1.969, 1.195)
H (1.543, -2.061, 0.128)
H (0.027, 0.250, 1.352)
H (-0.673, 3.061, -0.681)
H (-1.816, 2.185, 0.297)
H (-2.266, -1.000, 0.138)
H (-3.220, -1.711, -1.006)

Values from the calculation:
Energy relative to the best compared isomer or geometry (same formula, charge and spin): 468.4 kJ/mol
Kohn-Sham gap (alpha / beta): 0.1915 / 0.1917 Eh
HOMO energy (alpha / beta): -7.73 / -7.73 eV